# 1
This record from the Open Molecules 2025 dataset describes a structure of composition C4H2ClO2. The level of theory is ωB97M-V/def2-TZVPD.

Geometry as ORCA input:
```
! wB97M-V def2-TZVPD RIJCOSX def2/J DEFGRID3
* xyz -1 1
C 0.08 1.11 0.07
O 0.20 -2.82 0.25
H -1.69 -0.06 0.79
C 1.07 0.08 -0.12
C 0.13 -0.90 -0.13
H -1.62 0.12 -0.98
C -1.03 0.05 -0.07
O 0.07 2.29 0.38
Cl 2.78 0.12 -0.19
*
```

The value obtained for the calculated total energy is -20793.8372 eV. As for the energy above the lowest of the compared OMol25 structures with the same formula, charge and spin: 457.0 kJ/mol.

natural (NBO) atomic charge list, values in e, 2 entries:
1. C 0.545
2. O -0.823

# 2
This record from the Open Molecules 2025 dataset describes a structure of composition C41H43FIrN7O3. The level of theory is ωB97M-V/def2-TZVPD.

Geometry as ORCA input:
```
! wB97M-V def2-TZVPD RIJCOSX def2/J DEFGRID3
* xyz 1 2
C -1.02 3.93 3.78
H 1.45 -5.52 -0.69
H 5.17 -2.54 -1.57
H 1.52 1.80 1.75
H 2.13 0.43 -2.36
H -1.81 -2.54 3.55
H 2.56 0.53 1.45
C -0.09 -3.31 -1.15
C 2.59 -1.73 1.11
H -1.79 -4.49 0.58
H 4.34 0.93 0.20
H -3.63 -3.35 2.36
C -4.32 -1.84 -1.91
H -3.41 4.88 5.95
C -3.99 -2.69 0.38
C 4.44 -2.30 -0.80
H 0.15 4.74 -1.31
N -1.47 -1.95 2.81
H -3.62 -2.07 -2.71
H -0.70 -5.86 0.34
N -0.43 2.75 3.15
O 0.67 2.90 2.54
C -2.07 6.20 4.92
C 0.01 -1.55 -2.86
C -2.55 3.26 0.08
C -1.99 2.03 0.37
C 1.55 2.53 -0.93
H 0.35 5.20 2.76
H 2.59 -0.64 -3.70
Ir 0.08 0.04 0.77
O -0.60 0.62 2.66
H -2.59 1.28 0.87
C -0.50 0.92 -3.39
C -1.10 -3.68 -3.31
C -0.77 -4.12 -2.04
C 1.59 -4.74 0.06
H -2.47 2.83 4.92
C 3.17 -1.90 -1.18
F 1.63 -1.50 2.06
C 3.84 -2.13 1.52
H -4.73 -0.84 -2.07
H 2.90 -1.86 -2.22
H 5.31 2.04 -1.79
H -1.05 -5.13 -1.74
C -2.17 -1.89 1.67
C -2.07 3.80 4.68
H -2.49 7.09 5.37
N -1.77 -1.08 0.68
C -0.68 -2.42 -3.70
C 0.45 -0.26 -3.58
N -1.10 1.69 3.26
H 5.78 -2.73 0.83
C 2.12 3.13 -2.04
C 2.38 1.74 -0.13
H -1.63 -4.32 -4.00
C 1.90 0.15 -3.39
C -3.32 -2.72 1.54
C -1.02 6.30 4.03
C -2.52 -1.02 -0.50
N -3.61 -1.88 -0.63
H -2.19 5.20 -0.77
C 2.22 -1.56 -0.23
H 0.36 -0.53 -4.63
C -0.46 3.96 -0.86
C -0.78 -4.85 0.76
C -2.60 4.95 5.24
N 1.83 1.10 1.03
H -1.51 0.68 -3.72
C 4.26 2.18 -1.55
H -0.64 -4.95 1.84
H 1.49 3.73 -2.70
C 3.72 1.56 -0.44
H 2.45 -4.15 -0.23
C 0.13 2.73 -0.57
C 0.30 -3.92 0.19
C 3.46 2.97 -2.35
O -2.26 -0.26 -1.40
H -0.61 7.27 3.77
H -0.57 1.24 -2.36
H -3.58 3.46 0.34
N 0.89 -1.16 -0.53
C -1.78 4.23 -0.54
H -5.12 -2.57 -1.88
H -0.13 1.75 -3.99
H 0.45 -3.12 0.91
C -0.66 1.76 0.06
H 1.81 -5.23 1.01
H -4.86 -3.31 0.19
C 4.79 -2.41 0.54
H 2.10 1.02 -4.02
H -0.91 -1.14 3.07
C 0.26 -1.99 -1.55
H 3.87 3.45 -3.23
C -0.48 5.16 3.45
H -0.89 -2.10 -4.71
H 4.05 -2.25 2.57
*
```

The value obtained for the calculated total energy is -65337.9745 eV. As for the energy above the lowest of the compared OMol25 structures with the same formula, charge and spin: 0.0 kJ/mol.

Mulliken atomic charge list, values in e, 2 entries:
1. C 0.562
2. H 0.394

# 3
This record from the Open Molecules 2025 dataset describes a cluster of 2 separate species, C6H8Br4Cl in total. The level of theory is ωB97M-V/def2-TZVPD.

Geometry as ORCA input:
```
! wB97M-V def2-TZVPD RIJCOSX def2/J DEFGRID3
* xyz -1 1
H 2.28 1.44 2.76
Cl -1.17 -0.61 1.38
H 2.03 0.55 1.07
C -1.14 -2.48 -3.16
Br 1.04 -1.87 -1.39
C -0.84 -2.33 -1.69
C 0.79 2.55 1.44
C 2.17 1.62 1.57
C -0.62 0.58 2.74
H -2.11 -2.96 -3.30
C -0.53 2.05 2.00
Br 0.87 4.40 0.58
Br -1.29 -0.74 -4.03
Br -2.19 3.23 1.87
H 0.44 0.20 3.06
H -0.38 -3.05 -3.70
H -0.98 -3.27 -1.16
H 3.05 2.24 1.18
H -1.43 -1.55 -1.20
*
```

The value obtained for the calculated total energy is -299041.3079 eV.

natural (NBO) atomic charge list, values in e, 2 entries:
1. H 0.221
2. Cl -0.256

Among the records above, which one has the highest calculated total energy? C4H2ClO2